C25H23N5O2S2 | wB97M-V/def2-TZVPD

Atoms and positions in Å:
C (-2.937, 4.008, 2.135)
C (-1.724, 3.250, 2.577)
C (-1.084, 3.558, 3.772)
C (0.046, 2.874, 4.172)
C (0.575, 1.860, 3.377)
C (-0.070, 1.534, 2.187)
C (-1.202, 2.224, 1.799)
H (-1.692, 1.947, 0.877)
H (0.274, 0.713, 1.577)
N (1.698, 1.163, 3.848)
C (2.618, 0.453, 3.156)
N (2.836, 0.764, 1.859)
N (3.450, -0.164, 1.022)
C (3.049, -0.204, -0.267)
O (2.350, 0.673, -0.738)
C (3.582, -1.380, -1.061)
H (3.849, -2.218, -0.422)
H (4.428, -1.081, -1.679)
S (2.276, -1.880, -2.229)
C (0.938, -1.823, -1.086)
N (1.222, -1.975, 0.158)
C (0.208, -1.874, 1.072)
C (0.494, -2.031, 2.432)
C (-0.505, -1.866, 3.364)
C (-1.806, -1.555, 2.968)
C (-2.109, -1.428, 1.632)
C (-1.110, -1.591, 0.670)
C (-1.417, -1.445, -0.748)
O (-2.507, -1.197, -1.213)
N (-0.301, -1.599, -1.589)
C (-0.490, -1.375, -2.988)
C (-1.152, -2.319, -3.756)
C (-1.350, -2.076, -5.102)
C (-0.896, -0.902, -5.692)
C (-0.238, 0.032, -4.902)
C (-0.037, -0.193, -3.554)
H (0.473, 0.535, -2.940)
H (0.117, 0.952, -5.344)
C (-1.137, -0.646, -7.148)
H (-0.475, 0.131, -7.522)
H (-0.986, -1.552, -7.730)
H (-2.166, -0.319, -7.300)
H (-1.867, -2.809, -5.704)
H (-1.512, -3.228, -3.299)
H (-3.109, -1.203, 1.295)
H (-2.575, -1.421, 3.713)
H (-0.277, -1.979, 4.413)
H (1.501, -2.277, 2.729)
H (3.857, -0.936, 1.547)
H (2.223, 1.388, 1.340)
S (3.557, -0.689, 3.909)
H (1.785, 1.092, 4.854)
H (0.527, 3.120, 5.108)
H (-1.479, 4.342, 4.401)
H (-2.637, 4.887, 1.563)
H (-3.517, 4.346, 2.990)
H (-3.567, 3.392, 1.498)

Computed properties:
- Highest occupied orbital energy: -8.3209 eV
- Orbital gap: 8.78 eV
- Net charge: 0
- SMILES: Cc1ccc(NC(=S)NNC(=O)CSc2nc3ccccc3c(=O)n2-c2ccc(C)cc2)cc1
- DFT total energy: -2187.17068 hartree

=====

C25H23NdO3 | wB97M-V/def2-TZVPD

Atoms and positions in Å:
C (0.769, -1.702, 1.889)
C (-0.558, -1.995, 1.424)
C (-0.459, -2.472, 0.081)
H (-1.495, -1.857, 1.930)
C (0.935, -2.437, -0.285)
C (1.681, -1.932, 0.831)
H (2.751, -1.781, 0.932)
H (1.115, -1.419, 2.871)
H (-1.322, -2.530, -0.575)
H (1.324, -2.506, -1.286)
C (-0.644, 2.395, 0.637)
C (-0.294, 1.794, 1.879)
C (1.111, 1.567, 1.921)
H (-0.982, 1.561, 2.666)
C (1.661, 2.047, 0.698)
C (0.584, 2.591, -0.092)
H (0.637, 2.745, -1.156)
H (-1.663, 2.463, 0.284)
H (1.656, 1.185, 2.776)
H (2.701, 1.963, 0.433)
Nd (0.123, 0.041, -0.182)
O (0.011, -0.128, -3.548)
C (-1.099, -0.874, -4.102)
C (0.212, -0.904, -4.834)
H (-1.351, -1.760, -3.518)
H (-1.913, -0.304, -4.560)
H (0.814, -1.815, -4.724)
H (1.131, -1.914, -7.168)
C (0.877, -0.852, -7.261)
C (0.393, -0.170, -6.103)
C (0.044, 1.191, -6.231)
H (-0.318, 1.738, -5.352)
C (0.201, 1.856, -7.454)
H (-0.051, 2.919, -7.522)
C (0.683, 1.175, -8.585)
H (0.799, 1.698, -9.539)
C (1.019, -0.188, -8.484)
H (1.396, -0.732, -9.360)
O (-1.071, -2.319, 4.270)
C (-0.953, -1.059, 4.347)
O (-0.775, -0.212, 3.427)
C (-0.960, -0.401, 5.688)
C (-0.798, 0.994, 5.811)
C (-0.718, 1.565, 7.078)
C (-0.819, 0.750, 8.223)
C (-0.997, -0.634, 8.087)
C (-1.078, -1.213, 6.822)
H (-0.698, 1.597, 4.905)
H (-0.577, 2.639, 7.165)
H (-0.757, 1.200, 9.214)
H (-1.074, -1.278, 8.959)
H (-1.201, -2.283, 6.671)

Computed properties:
- Highest occupied orbital energy (alpha / beta): -7.6762 / -7.6774 eV
- Orbital gap (alpha / beta): 6.60 / 6.68 eV
- Multiplicity: 4
- Net charge: 0
- DFT total energy: -1753.45768 hartree

=====

C25H24As2BiBr2NO3S4 | wB97M-V/def2-TZVPD

Atoms and positions in Å:
Bi (0.799, 0.351, -0.222)
C (1.103, -3.283, 5.128)
As (0.658, -2.203, 3.591)
C (-0.130, -0.644, 4.429)
C (-1.147, -3.024, 3.151)
C (-2.023, -3.336, 4.175)
C (-3.248, -3.957, 3.902)
C (-3.612, -4.326, 2.593)
C (-2.622, -4.099, 1.594)
C (-1.410, -3.491, 1.842)
As (-0.079, -3.298, 0.398)
C (-1.024, -4.333, -1.001)
C (1.159, -4.694, 1.019)
H (0.251, -3.440, 5.756)
H (2.025, -2.950, 5.694)
H (1.210, -4.350, 4.879)
H (-0.959, -0.884, 5.047)
H (-0.349, 0.000, 3.606)
H (0.723, -0.162, 5.001)
H (-1.926, -3.057, 5.217)
H (-3.914, -4.153, 4.742)
H (-4.601, -4.710, 2.346)
H (-2.866, -4.455, 0.547)
H (-1.877, -3.728, -1.333)
H (-1.281, -5.299, -0.542)
H (-0.346, -4.471, -1.868)
H (1.357, -5.528, 0.358)
H (0.858, -5.129, 1.990)
H (2.075, -4.261, 1.313)
O (-0.986, -0.820, -6.575)
C (-0.593, -0.512, -5.488)
S (-1.505, 0.629, -4.352)
C (-0.436, 0.496, -2.963)
C (0.968, -0.110, -3.375)
S (1.922, -0.989, -2.070)
S (1.003, -0.993, -4.897)
S (-1.254, -0.180, -1.542)
Br (-2.229, 3.543, -1.682)
C (-0.890, 4.054, -2.907)
C (-0.821, 5.394, -3.317)
C (0.028, 5.755, -4.362)
C (0.859, 4.836, -4.971)
C (0.869, 3.563, -4.479)
C (0.013, 3.138, -3.434)
C (0.422, 1.817, -2.812)
O (1.529, 1.183, -3.426)
O (0.667, 2.066, -1.499)
H (-1.484, 6.090, -2.820)
H (0.122, 6.807, -4.654)
H (1.470, 5.091, -5.758)
H (1.595, 2.824, -4.832)
Br (2.393, 5.646, -1.558)
C (2.059, 4.664, 0.049)
C (0.799, 4.683, 0.642)
C (0.503, 3.724, 1.620)
N (1.430, 2.804, 2.012)
C (2.641, 2.936, 1.483)
C (3.033, 3.829, 0.499)
H (0.021, 5.250, 0.178)
H (-0.414, 3.687, 2.116)
H (3.417, 2.190, 1.778)
H (4.048, 3.818, 0.050)

Computed properties:
- Highest occupied orbital energy: -8.3689 eV
- Orbital gap: 7.97 eV
- Net charge: 0
- Energy above the lowest of the compared OMol25 structures with the same formula, charge and spin: 1.411 eV
- DFT total energy: -12674.42065 hartree

=====

C25H24BF4Ir | wB97M-V/def2-TZVPD

Atoms and positions in Å:
Ir (-1.591, -1.454, -2.052)
C (0.469, -0.940, 2.640)
C (-0.132, -1.959, 1.680)
C (-0.353, -3.294, 2.401)
C (-1.415, -1.490, 1.032)
C (-2.029, -2.327, 0.041)
C (-3.250, -1.919, -0.507)
C (-3.868, -0.695, -0.139)
C (-5.168, -0.317, -0.789)
C (-3.268, 0.059, 0.828)
C (-2.058, -0.340, 1.411)
H (1.428, -1.302, 3.014)
H (-0.182, -0.781, 3.503)
H (0.638, 0.018, 2.149)
H (0.582, -2.123, 0.865)
H (-1.120, -3.188, 3.171)
H (0.570, -3.621, 2.884)
H (-0.669, -4.081, 1.716)
H (-1.661, -3.332, -0.119)
H (-3.810, -2.603, -1.139)
H (-5.045, -0.220, -1.869)
H (-5.540, 0.630, -0.402)
H (-5.929, -1.080, -0.613)
H (-3.729, 0.988, 1.142)
H (-1.615, 0.291, 2.169)
C (-0.274, -0.414, -1.371)
C (0.633, 0.324, -0.909)
C (1.601, 1.121, -0.416)
C (1.620, 2.548, -0.762)
C (0.425, 3.213, -1.061)
C (0.432, 4.546, -1.425)
C (1.633, 5.239, -1.512)
C (2.826, 4.588, -1.234)
C (2.823, 3.256, -0.858)
C (2.639, 0.547, 0.449)
C (3.138, -0.733, 0.189)
C (4.095, -1.295, 1.015)
C (4.554, -0.600, 2.126)
C (4.054, 0.666, 2.403)
C (3.113, 1.241, 1.567)
H (-0.505, 2.664, -0.998)
H (-0.500, 5.049, -1.646)
H (1.638, 6.282, -1.801)
H (3.765, 5.120, -1.319)
H (3.759, 2.748, -0.664)
H (2.772, -1.270, -0.678)
H (4.485, -2.280, 0.793)
H (5.300, -1.042, 2.774)
H (4.399, 1.206, 3.275)
H (2.716, 2.222, 1.793)
F (-3.042, -2.528, -3.382)
B (-2.530, -2.007, -4.640)
F (-1.988, -2.985, -5.393)
F (-3.434, -1.204, -5.237)
F (-1.401, -1.138, -4.097)

Computed properties:
- Highest occupied orbital energy: -8.0940 eV
- Orbital gap: 6.43 eV
- Net charge: 0
- Energy above the lowest of the compared OMol25 structures with the same formula, charge and spin: 0.000 eV
- DFT total energy: -1495.80822 hartree

=====

C25H24BrF18NO5P | wB97M-V/def2-TZVPD

Atoms and positions in Å:
C (-1.147, 5.910, -2.611)
C (-0.476, 4.545, -2.840)
C (-1.394, 3.494, -2.285)
O (-0.699, 2.205, -2.101)
P (-0.882, 0.972, -3.037)
Br (-1.314, 1.527, -5.085)
C (-2.181, -0.131, -2.502)
C (-3.383, 0.572, -1.858)
C (-3.408, 0.203, -0.374)
O (-3.125, -0.913, -0.036)
N (-3.728, 1.230, 0.474)
C (-2.918, 1.511, 1.633)
C (-3.380, 2.519, 2.492)
C (-2.621, 2.915, 3.592)
C (-1.396, 2.288, 3.850)
C (-0.935, 1.286, 2.994)
C (-1.692, 0.895, 1.888)
C (0.715, 0.167, -3.049)
C (0.957, -0.717, -1.801)
C (1.312, -2.119, -2.223)
F (2.418, -2.143, -2.972)
F (0.293, -2.584, -3.009)
C (1.415, -3.139, -1.052)
F (1.866, -4.293, -1.543)
F (0.172, -3.324, -0.587)
C (2.319, -2.666, 0.112)
F (3.327, -1.948, -0.440)
F (1.622, -1.840, 0.900)
C (3.013, -3.757, 0.971)
F (3.863, -4.430, 0.207)
F (3.710, -3.084, 1.897)
C (2.051, -4.754, 1.679)
F (0.893, -4.144, 1.943)
F (1.810, -5.764, 0.830)
C (2.631, -5.355, 2.974)
F (2.597, -4.429, 3.937)
F (3.902, -5.695, 2.747)
C (1.905, -6.630, 3.509)
F (2.447, -6.859, 4.713)
F (2.168, -7.667, 2.724)
C (0.370, -6.527, 3.716)
F (0.045, -5.387, 4.281)
F (-0.016, -7.517, 4.493)
F (-0.252, -6.636, 2.558)
H (-0.760, 6.657, -3.292)
H (-1.004, 6.247, -1.589)
H (-2.223, 5.827, -2.762)
H (0.461, 4.528, -2.291)
H (-0.317, 4.420, -3.906)
H (-2.292, 3.382, -2.886)
H (-1.715, 3.792, -1.290)
H (-2.508, -0.662, -3.393)
H (-1.796, -0.889, -1.824)
H (-4.306, 0.229, -2.314)
H (-3.363, 1.653, -1.956)
H (-3.934, 2.081, -0.026)
H (-4.335, 2.985, 2.298)
H (-2.989, 3.690, 4.244)
H (-0.822, 2.579, 4.716)
H (0.005, 0.791, 3.183)
H (-1.323, 0.117, 1.238)
H (1.440, 0.978, -3.059)
H (0.840, -0.370, -3.983)
H (1.789, -0.284, -1.259)
H (0.119, -0.736, -1.114)
C (2.215, 2.729, 0.007)
C (2.169, 4.153, -0.507)
O (0.782, 4.455, -0.449)
C (0.234, 3.690, 0.541)
O (-0.822, 3.866, 1.050)
O (1.087, 2.688, 0.884)
F (2.587, 4.243, -1.792)
H (2.061, 2.024, -0.813)
H (3.130, 2.476, 0.535)
H (2.717, 4.875, 0.099)

Computed properties:
- Highest occupied orbital energy: -11.0721 eV
- Orbital gap: 7.84 eV
- Net charge: +1
- DFT total energy: -6110.81346 hartree

=====

C25H24BrNRuS | wB97M-V/def2-TZVPD

Atoms and positions in Å:
Ru (0.024, 0.316, -0.213)
C (2.031, -0.170, 3.948)
C (2.308, -0.475, 2.473)
C (3.811, -0.608, 2.221)
C (1.666, 0.557, 1.562)
C (0.434, 1.176, 1.891)
C (-0.116, 2.205, 1.098)
C (0.506, 2.657, -0.077)
C (-0.054, 3.782, -0.892)
C (1.671, 1.952, -0.466)
C (2.253, 0.959, 0.339)
H (2.567, -0.887, 4.567)
H (0.977, -0.255, 4.210)
H (2.382, 0.828, 4.218)
H (1.840, -1.437, 2.236)
H (4.322, 0.349, 2.347)
H (4.047, -1.000, 1.230)
H (4.234, -1.305, 2.941)
H (-0.087, 0.885, 2.792)
H (-1.054, 2.654, 1.403)
H (-0.813, 3.423, -1.589)
H (0.733, 4.262, -1.472)
H (-0.511, 4.530, -0.246)
H (2.154, 2.220, -1.397)
H (3.184, 0.517, 0.016)
S (-1.752, 0.556, -4.260)
C (-0.052, 0.663, -4.455)
C (0.620, 0.684, -3.271)
C (-0.270, 0.578, -2.164)
C (-1.590, 0.513, -2.570)
C (-2.602, 0.417, -1.547)
C (-3.981, 0.453, -1.718)
C (-4.798, 0.408, -0.606)
C (-4.221, 0.328, 0.659)
C (-2.849, 0.278, 0.761)
N (-2.049, 0.314, -0.317)
H (0.364, 0.696, -5.450)
H (1.697, 0.729, -3.216)
H (-4.396, 0.529, -2.713)
H (-5.873, 0.439, -0.717)
H (-4.824, 0.297, 1.555)
H (-2.362, 0.184, 1.722)
Br (0.200, -5.910, -1.569)
C (0.106, -4.185, -0.872)
C (-1.117, -3.717, -0.364)
C (-1.212, -2.443, 0.137)
C (-0.082, -1.598, 0.115)
C (1.166, -2.131, -0.263)
C (1.246, -3.398, -0.823)
H (-1.984, -4.363, -0.382)
H (-2.166, -2.106, 0.513)
H (2.082, -1.565, -0.152)
H (2.193, -3.786, -1.170)

Computed properties:
- Highest occupied orbital energy (alpha / beta): -14.4605 / -14.4615 eV
- Orbital gap (alpha / beta): 5.90 / 5.90 eV
- Net charge: +2
- Energy above the lowest of the compared OMol25 structures with the same formula, charge and spin: 0.123 eV
- DFT total energy: -4088.30775 hartree

=====

C25H24F3N3OSV | wB97M-V/def2-TZVPD

Atoms and positions in Å:
V (-0.028, 1.210, -0.648)
C (-1.609, -0.076, 4.848)
C (-0.198, 0.487, 4.739)
N (0.619, -0.213, 3.768)
C (1.274, -1.417, 4.241)
C (2.715, -1.181, 4.675)
C (0.776, 0.193, 2.449)
S (-0.243, 1.557, 1.946)
N (1.588, -0.559, 1.762)
C (1.951, -0.393, 0.455)
O (1.758, 0.736, -0.238)
C (2.661, -1.444, -0.190)
C (3.056, -2.629, 0.484)
C (3.752, -3.625, -0.174)
C (4.088, -3.507, -1.525)
C (3.703, -2.345, -2.203)
C (3.013, -1.334, -1.561)
H (-2.181, 0.443, 5.625)
H (-1.597, -1.142, 5.093)
H (-2.121, 0.052, 3.893)
H (0.315, 0.432, 5.708)
H (-0.251, 1.537, 4.461)
H (1.249, -2.167, 3.451)
H (0.685, -1.798, 5.081)
H (3.298, -0.833, 3.821)
H (3.169, -2.102, 5.056)
H (2.766, -0.424, 5.464)
H (2.800, -2.732, 1.531)
H (4.039, -4.515, 0.377)
H (4.626, -4.297, -2.036)
H (3.944, -2.228, -3.255)
H (2.715, -0.441, -2.093)
C (0.008, 2.144, -2.137)
C (0.058, 3.009, -3.286)
C (0.829, 2.695, -4.431)
C (0.869, 3.523, -5.541)
C (0.147, 4.716, -5.578)
C (-0.617, 5.054, -4.462)
C (-0.659, 4.228, -3.349)
H (1.397, 1.772, -4.418)
H (1.475, 3.234, -6.394)
H (0.175, 5.360, -6.448)
H (-1.191, 5.976, -4.459)
H (-1.257, 4.508, -2.489)
F (-6.308, -1.578, 0.270)
C (-5.545, -1.751, -0.870)
F (-5.439, -3.098, -1.039)
F (-6.385, -1.318, -1.878)
C (-4.249, -1.080, -0.833)
C (-4.174, 0.333, -0.715)
C (-2.973, 0.970, -0.719)
N (-1.768, 0.309, -0.861)
C (-1.845, -1.064, -0.981)
C (-3.016, -1.761, -0.971)
H (-5.072, 0.933, -0.612)
H (-2.918, 2.047, -0.632)
H (-0.898, -1.576, -1.102)
H (-2.978, -2.837, -1.074)

Computed properties:
- Highest occupied orbital energy (alpha / beta): 0.9983 / 0.8172 eV
- Orbital gap (alpha / beta): 3.86 / 4.04 eV
- Multiplicity: 2
- Net charge: -2
- Energy above the lowest of the compared OMol25 structures with the same formula, charge and spin: 1.019 eV
- DFT total energy: -2848.26450 hartree

=====

C25H24F3N5Ti | wB97M-V/def2-TZVPD

Atoms and positions in Å:
Ti (-0.006, 0.068, 0.296)
C (0.114, 2.573, 2.247)
C (0.826, 3.218, 1.086)
C (0.339, 2.822, -0.275)
C (0.697, 3.666, -1.335)
C (-0.075, 3.712, -2.484)
C (-1.292, 3.017, -2.394)
C (-1.552, 2.083, -1.450)
N (-0.703, 1.911, -0.379)
N (0.287, 1.102, 2.158)
C (1.698, 0.686, 2.460)
C (2.497, 0.621, 1.160)
C (3.824, 1.044, 0.998)
C (4.492, 0.849, -0.200)
C (3.826, 0.174, -1.253)
C (2.502, -0.188, -1.061)
N (1.850, 0.014, 0.113)
C (-0.663, 0.444, 3.046)
C (-0.812, -1.061, 2.802)
C (-1.628, -1.804, 3.604)
C (-1.650, -3.203, 3.522)
C (-0.833, -3.792, 2.538)
C (-0.076, -2.967, 1.744)
N (-0.065, -1.631, 1.852)
H (0.520, 2.977, 3.205)
H (-0.965, 2.794, 2.255)
H (0.664, 4.325, 1.140)
H (1.926, 3.068, 1.048)
H (1.602, 4.200, -1.199)
H (0.275, 4.273, -3.327)
H (-2.092, 3.191, -3.174)
H (-2.477, 1.541, -1.381)
H (2.277, 1.339, 3.099)
H (1.695, -0.347, 2.897)
H (4.300, 1.542, 1.840)
H (5.410, 1.379, -0.425)
H (4.264, 0.002, -2.266)
H (1.895, -0.585, -1.867)
H (-0.414, 0.618, 4.124)
H (-1.617, 0.978, 2.821)
H (-2.294, -1.285, 4.247)
H (-2.407, -3.757, 4.104)
H (-0.872, -4.852, 2.250)
H (0.519, -3.391, 0.927)
F (-1.840, -3.258, -5.425)
C (-2.545, -3.330, -4.277)
F (-2.649, -4.699, -3.888)
F (-3.817, -2.804, -4.530)
C (-1.889, -2.553, -3.180)
C (-0.850, -1.629, -3.370)
C (-0.629, -0.711, -2.367)
N (-1.072, -0.957, -1.087)
C (-2.119, -1.873, -0.881)
C (-2.459, -2.745, -1.871)
H (-0.296, -1.500, -4.318)
H (-0.015, 0.154, -2.444)
H (-2.441, -1.895, 0.169)
H (-3.184, -3.567, -1.642)

Computed properties:
- Highest occupied orbital energy (alpha / beta): -12.2898 / -15.4906 eV
- Orbital gap (alpha / beta): 6.02 / 9.14 eV
- Multiplicity: 3
- Net charge: +2
- DFT total energy: -2389.39645 hartree